1.
Here is C51H42IrN3O2P2S3 as an isolated structure from the OMol25 dataset. Energies are from ωB97M-V/def2-TZVPD.

Calculated values
ΔE to the lowest compared entry with this formula, charge and spin ... 21.9 kcal/mol
HOMO energy ... -12.02 eV
DFT total energy ... -116046.9835 eV
Charge ... +2
Gap between HOMO and LUMO ... 6.65 eV
LUMO level ... -0.197 Eh
2S+1 ... 1

XYZ file:
```
104
Properties=species:S:1:pos:R:3:mulliken_charge:R:1
Ir -0.6523 0.0782 0.2140 1.296
S -4.3959 0.9703 2.6092 -0.149
S -3.0040 -4.7752 1.0806 -0.179
S -2.1110 -2.3627 0.1132 0.121
P -1.4595 0.3230 -1.9785 2.167
P 0.6746 -0.4631 2.0261 1.726
O 1.0088 -0.7057 -0.8355 0.100
O -0.4083 -4.1015 1.0932 0.126
N -0.1656 2.0871 0.6686 0.186
N -0.7632 4.0140 1.5864 0.286
N -2.2894 0.6769 1.2328 1.135
C -3.3362 3.1380 -4.2989 -0.872
C 4.7032 -1.2248 -2.9331 -1.959
C 4.5419 -1.4194 1.3201 -1.733
C 2.2258 2.8857 3.8290 -0.857
C 3.3952 -1.7177 -2.2952 1.548
C 1.0138 0.9115 3.1752 0.956
C -2.2308 1.9500 1.8014 -0.667
C 1.0499 -0.5070 -5.0353 -1.759
C 2.6494 4.0592 -0.6864 -0.847
C 2.1506 -0.9914 -4.3534 -0.138
C -0.0352 -0.1547 -2.9302 -0.356
C 1.1513 5.4118 0.6822 -1.195
C -1.0630 2.7084 1.4025 0.026
C -0.0539 -0.0910 -4.3198 -0.396
C -2.8262 -0.7795 -2.4454 -0.052
C -3.3998 0.0686 1.5823 -0.539
C 0.2191 2.2746 4.9968 -0.806
C 1.2919 3.1384 4.8202 -0.743
C -1.2301 -1.9559 3.3458 -0.050
C 0.7846 3.0276 0.3270 0.780
C -0.8134 -3.6342 5.0038 -0.996
C -1.7051 -2.8972 4.2445 -0.596
C -4.1192 -0.4206 -2.0680 -0.689
C -1.6630 -3.8382 0.8383 -0.136
C 2.2098 -0.8684 1.2363 -0.604
C 3.2848 -3.2464 -2.4618 -1.798
C -1.7247 3.1101 -2.0492 -0.207
C 2.2012 -1.0813 -2.9619 0.873
C 1.0233 -2.5058 3.9467 -0.816
C -3.6835 -2.8013 -3.4226 -0.764
C 4.5089 -1.6274 -0.0444 0.008
C 2.0800 1.7861 2.9996 -0.657
C -2.9186 1.9310 -3.7668 -0.609
C 1.9173 2.9125 -0.4738 -1.081
C 2.2667 5.2892 -0.1214 -0.857
C -2.1642 4.3170 -2.5710 -0.712
C 1.0817 -0.6479 -2.2667 -0.565
C 3.3679 -1.4118 -0.8188 1.174
C -0.1073 -5.3866 1.6646 -1.068
C 3.3847 -1.0370 1.9683 -0.182
C -2.0895 1.9032 -2.6418 0.276
C -2.9591 4.3320 -3.7015 -0.836
C -4.9685 -2.4277 -3.0694 -0.658
C 0.1338 -1.7542 3.1842 0.965
C 2.2218 -1.0105 -0.1466 -1.029
C 0.0813 1.1660 4.1819 -0.785
C -2.6116 -1.9828 -3.1049 -0.400
C 0.5516 -3.4296 4.8591 -0.631
C 0.4174 4.2528 0.8975 0.517
C -5.1857 -1.2352 -2.3905 -0.942
C -3.2958 2.2671 2.5899 -0.325
H -1.0845 3.1089 -1.1816 0.755
H -4.2909 0.4981 -1.5225 0.642
H -5.8024 -3.0669 -3.3151 0.443
H 5.4584 -1.5614 1.8714 0.472
H 4.8095 -0.1461 -2.8276 0.400
H 1.2499 -3.9899 5.4612 0.495
H -1.6092 -2.2907 -3.3693 0.424
H 2.9997 -1.3230 -4.9243 0.415
H 3.5285 4.0237 -1.3108 0.519
H -1.8749 5.2439 -2.0983 0.517
H -1.9261 -1.3761 2.7636 0.309
H 0.8624 6.3586 1.1053 0.557
H 2.3670 -3.6214 -2.0087 0.373
H -3.9548 3.1469 -5.1814 0.462
H -0.9323 0.2756 -4.8299 0.570
H -1.3018 4.6881 2.1060 0.211
H -3.2529 1.0114 -4.2235 0.550
H -0.5034 2.4606 5.7770 0.511
H 3.0717 3.5445 3.6989 0.492
H 1.4022 4.0011 5.4598 0.469
H -2.7683 -3.0538 4.3488 0.495
H 4.1262 -3.7404 -1.9815 0.433
H 2.1934 1.9666 -0.9154 0.522
H 2.8064 1.6176 2.2153 0.330
H 0.9560 -5.3530 1.8892 0.232
H -0.6952 -5.5314 2.5719 0.405
H 5.5661 -1.6988 -2.4783 0.478
H 3.2814 -3.5138 -3.5155 0.442
H 5.4070 -1.9652 -0.5305 0.395
H -0.3314 -6.1685 0.9382 0.389
H 2.8573 6.1663 -0.3350 0.461
H 3.3878 -0.8509 3.0307 0.709
H -1.1768 -4.3677 5.7067 0.406
H -6.1881 -0.9431 -2.1167 0.466
H 1.0506 -0.4686 -6.1124 0.454
H -3.6584 -0.9184 1.2415 0.196
H -0.7460 0.4883 4.3396 0.401
H 4.7428 -1.4710 -3.9889 0.471
H -3.5139 -3.7284 -3.9476 0.468
H -3.4744 3.1638 3.1477 0.524
H 2.0902 -2.3842 3.8346 0.284
H -3.2872 5.2716 -4.1210 0.427
```

=====

2.
Here is C51H43N4P2SiTl as an isolated structure from the OMol25 dataset. Energies are from ωB97M-V/def2-TZVPD.

Calculated values
ΔE to the lowest compared entry with this formula, charge and spin ... 15.0 kcal/mol
HOMO energy ... -0.02 eV
DFT total energy ... -90692.0698 eV
Charge ... -2
Gap between HOMO and LUMO ... 3.70 eV
LUMO level ... 0.135 Eh
2S+1 ... 1

XYZ file:
```
102
Properties=species:S:1:pos:R:3:mulliken_charge:R:1
Tl 1.8164 0.2132 1.4007 0.706
P -0.3376 -2.1372 1.7757 1.071
P 0.9363 1.0150 -2.8503 0.947
Si -1.3322 -0.5997 -0.9910 0.249
N 1.7267 3.6930 -0.2065 -0.556
N 5.8457 -6.2872 -1.0146 -0.567
N 1.8833 1.2914 3.4808 -0.837
N 3.0550 -2.2464 1.1720 0.458
C 0.7404 3.3941 0.3016 0.302
C -0.5236 -2.7996 -2.8329 -0.182
C -0.5304 3.0566 0.9251 -0.107
C 5.4894 0.7397 -1.9799 -0.611
C -3.4632 -0.9154 4.2096 -0.651
C -0.0466 -3.3283 -4.0239 -0.838
C 0.8937 1.8818 -4.4739 -0.222
C 0.4787 -3.5086 4.1445 -0.642
C -2.7519 -1.5386 3.1947 -0.574
C 4.1977 -2.6730 1.7065 -0.893
C 3.2882 -3.9360 -0.5096 -0.903
C 3.5342 -0.2592 -2.9748 -0.130
C 4.9458 -3.7122 1.1871 -0.658
C 3.1127 -0.3174 4.8637 0.221
C -0.3497 -1.4498 -2.4807 0.037
C -2.2130 -2.2127 -0.3395 0.686
C -2.2084 -4.1664 1.1220 -0.464
C 4.0073 -0.5587 5.8863 -0.594
C -3.2866 -4.7093 0.4395 -0.842
C -3.8686 -3.9941 -0.5912 -0.742
C 0.2459 -3.5786 2.7721 0.035
C 4.4925 -4.3694 0.0444 0.689
C 4.8890 -0.3075 -2.6617 -0.546
C 4.5735 0.4821 6.6327 -0.571
C 2.7645 0.8451 -2.6236 0.627
C 1.1370 -4.5366 4.8077 -0.616
C 4.1773 1.7925 6.3189 -0.224
C 3.2750 2.0679 5.3155 -0.879
C -0.5350 2.6593 -6.2755 -0.663
C -1.4797 0.2453 4.9026 -0.623
C 2.6258 -2.8796 0.0814 -0.342
C 1.6759 3.5524 -6.0390 -0.641
C 1.8879 2.7475 -4.9267 -0.358
C 1.4016 -5.7134 2.7379 -0.820
C 5.2393 -5.4360 -0.5388 -0.160
C -0.7657 -0.3658 3.8805 0.267
C -1.3892 -1.2848 3.0293 1.022
C -3.3315 -2.7726 -0.9674 0.272
C 0.7488 -4.6862 2.0765 -0.322
C -0.3248 1.8601 -5.1652 -0.195
C 0.8574 -1.1907 -4.5918 -0.118
C -2.8261 -0.0384 5.0790 -0.624
C 0.4660 3.5184 -6.7148 -0.441
C 0.4268 -0.6702 -3.3658 -0.125
C -2.7338 0.0912 -2.1596 -1.664
C 0.6074 -2.5084 -4.9335 -0.767
C 1.5912 -5.6477 4.1130 -0.593
C 4.7338 1.8538 -1.6373 -0.634
C 2.6975 1.0287 4.4723 -0.080
C -1.6795 -2.9215 0.7672 -0.983
C 3.3859 1.9046 -1.9530 -0.421
H -0.5515 1.9909 1.1550 -0.376
H -3.0429 -0.6222 -2.9347 0.424
H 2.4602 4.2198 -6.3775 0.374
H 5.4662 -1.1854 -2.9299 0.398
H -3.6735 -5.6834 0.7183 0.339
H 1.3892 -0.5516 -5.2883 0.469
H 0.3001 4.1600 -7.5721 0.335
H 4.2737 -1.5888 6.1222 0.298
H -0.6431 3.6253 1.8466 0.349
H -0.2171 -4.3735 -4.2613 0.378
H -3.3758 0.4289 5.8886 0.340
H 1.7852 -6.5583 2.1762 0.397
H 0.9294 -2.9026 -5.8914 0.349
H -3.7803 -2.2430 -1.8015 0.221
H -3.2655 -2.2195 2.5278 0.242
H -4.5226 -1.1152 4.3291 0.406
H -1.3413 3.2766 0.2320 0.370
H 2.8822 -4.4142 -1.3915 0.615
H 0.1431 -2.6432 4.7020 0.351
H 2.0977 -6.4497 4.6364 0.358
H 0.6287 -4.7312 0.9999 0.594
H -1.0586 -3.4568 -2.1595 0.220
H 3.0861 -1.1007 -3.4848 0.263
H -1.4851 2.6244 -6.7960 0.388
H 1.6972 -2.5047 -0.3422 0.743
H 2.9860 3.0926 5.1062 0.274
H 1.3055 -4.4582 5.8751 0.415
H 0.2829 -0.0857 3.7370 -0.520
H -2.3539 0.9839 -2.6677 0.226
H 5.2933 0.2795 7.4185 0.330
H 2.8367 2.7916 -4.4069 0.339
H -1.1092 1.2004 -4.8093 0.233
H 2.7961 2.7733 -1.6783 0.473
H 4.5235 -2.1453 2.5984 0.519
H -0.9699 0.9452 5.5536 0.545
H -1.7798 -4.7201 1.9469 0.372
H 4.6056 2.6179 6.8864 0.287
H 5.8731 -4.0186 1.6524 0.518
H 5.1945 2.6757 -1.1028 0.428
H -3.6232 0.3866 -1.5930 0.445
H 2.7086 -1.1447 4.2805 0.371
H -4.7284 -4.4018 -1.1138 0.370
H 6.5352 0.6752 -1.7039 0.364
```

=====

3.
Here is C51H44FeN2P2S4 as an isolated structure from the OMol25 dataset. Energies are from ωB97M-V/def2-TZVPD.

Calculated values
HOMO energy (alpha / beta) ... -6.33 / -6.61 eV
DFT total energy ... -152884.7731 eV
Charge ... 0
Gap between HOMO and LUMO (alpha / beta) ... 6.47 / 6.21 eV
LUMO level (alpha / beta) ... 0.005 / -0.015 Eh
2S+1 ... 5

XYZ file:
```
104
Properties=species:S:1:pos:R:3:mulliken_spin:R:1
Fe 0.1907 0.0658 -0.0424 2.114
S -1.0441 1.9013 -2.1808 0.026
S 1.9271 0.9366 -1.5623 -0.067
S 2.3277 -0.1046 1.5818 0.030
S 0.9820 -2.0868 -0.4575 0.013
P -1.2026 -0.6291 2.2060 -0.005
P -1.8370 -1.0524 -0.9040 0.027
N -3.3995 -2.0219 1.1304 0.023
N 0.2760 2.2041 0.7323 -0.019
C -1.0460 -0.8324 -3.4858 0.329
C -4.2782 2.3071 4.0159 0.000
C -4.5916 0.9568 3.9508 0.000
C -6.9111 -3.1421 1.3922 0.000
C -2.5948 1.0046 -2.4712 0.010
C 1.2963 4.7845 0.8588 -0.001
C 0.6444 -2.4411 -4.3568 0.350
C -2.1421 -3.8770 -1.0706 -0.217
C 0.6163 -2.2671 3.4540 0.020
C -3.4630 -1.1607 -0.0307 0.011
C -4.3944 -3.9847 2.1722 0.004
C -0.9849 -0.2204 -4.7120 -0.196
C 0.3015 -1.2082 6.0001 -0.001
C -4.3722 0.7871 -4.1546 -0.001
C -0.0916 -0.6109 -5.7179 0.470
C 3.6698 0.4551 0.5732 -0.002
C -1.5892 -5.1389 -1.3417 0.415
C -4.4166 -0.6456 -3.8714 0.045
C -0.4477 -0.7038 4.9467 0.004
C -6.7829 -4.3219 2.1094 0.000
C -5.5161 -4.7307 2.4954 -0.001
C -2.4551 0.4915 2.9226 0.013
C -1.4261 -2.7408 -1.3120 0.386
C 1.1968 -2.2456 5.7865 0.002
C -3.6857 0.0536 3.4142 -0.004
C -2.2643 -0.5050 -2.6126 0.082
C 1.8590 3.7653 1.6037 0.000
C 5.8668 1.2408 -0.9040 0.000
C -4.5173 -2.7876 1.4551 -0.004
C 3.4667 0.8515 -0.7569 0.029
C -5.8016 -2.3787 1.0708 0.000
C 1.3138 2.4904 1.5350 -0.007
C -2.1955 -2.1748 1.9147 0.016
C -0.0443 -2.7349 -1.8749 -0.077
C -3.0549 2.7529 3.5378 0.000
C 0.1767 4.5061 0.0974 -0.004
C 4.6128 1.2393 -1.4747 0.000
C 0.6285 -1.8140 -5.5556 -0.140
C 1.3497 -2.7774 4.5134 -0.001
C -0.3052 3.2064 0.0637 0.000
C 0.4725 -4.1174 -2.0816 0.376
C -3.4480 -1.2501 -3.1785 0.041
C 4.9420 0.4441 1.1436 -0.004
C 0.1026 -1.7760 -3.1230 -0.220
C 6.0474 0.8428 0.4200 0.000
C -3.4758 1.5657 -3.5519 0.011
C -1.5304 2.8741 -0.7320 0.001
C -0.2955 -1.2315 3.6675 0.011
C -0.2640 -5.2260 -1.8144 -0.111
C 1.8592 1.4166 2.4287 0.002
C -2.1558 1.8516 2.9873 0.001
H -5.3885 -5.6552 3.0444 0.000
H -1.7086 0.5491 -4.9500 0.002
H -2.1916 2.2697 -0.1045 0.009
H -3.9521 -0.9938 3.3830 0.000
H 1.7787 -2.6365 6.6111 0.000
H 6.7186 1.5488 -1.4980 0.000
H 4.4875 1.5441 -2.5057 0.001
H 1.5036 -4.2150 -2.3930 0.008
H 1.0982 1.1176 3.1556 -0.006
H 2.7109 1.8039 2.9874 0.002
H -3.3971 2.6237 -3.7703 0.002
H 0.7621 -2.6641 2.4543 -0.007
H -2.1642 -6.0342 -1.1514 0.013
H -3.4180 -4.3544 2.4532 0.000
H 7.0321 0.8307 0.8668 0.000
H -7.6534 -4.9122 2.3604 0.000
H -5.5433 0.5995 4.3224 0.000
H -1.4876 -2.9027 1.4916 -0.003
H -5.2163 -1.2369 -4.2996 0.003
H 5.0491 0.1054 2.1672 0.000
H -5.9383 -1.4469 0.5392 -0.001
H -3.4416 -2.3285 -3.0653 -0.017
H -0.0688 -0.0754 -6.6565 0.016
H -3.1752 1.1116 -1.5445 -0.001
H -2.4802 -2.5313 2.9056 0.002
H 0.1790 -0.7912 6.9916 0.000
H -5.0554 1.1960 -4.8877 0.000
H -1.2126 2.2123 2.6006 0.004
H -0.3178 5.2732 -0.4815 0.000
H -4.9854 3.0098 4.4372 0.000
H 1.1608 -3.3829 -4.2578 0.029
H -2.8006 3.8042 3.5858 0.000
H -3.1318 -3.8197 -0.6323 -0.001
H -1.1534 0.0979 5.1259 0.001
H -4.1982 -1.5710 -0.7275 0.005
H 0.9189 -1.0820 -2.8316 0.169
H -3.7900 -0.1394 0.2208 -0.009
H -7.8905 -2.7976 1.0847 0.000
H 2.7179 3.9388 2.2362 0.000
H 2.0519 -3.5817 4.3369 0.000
H 1.7143 5.7821 0.8835 0.000
H 1.1343 -2.2562 -6.4050 -0.008
H -2.0501 3.7898 -1.0126 0.002
H 0.1819 -6.2033 -1.9534 0.002
```